[1]
This record from OMol25 describes a molecular structure, C28H28FeN4O6. The level of theory is ωB97M-V with the def2-TZVPD basis set.

ORCA input file:
```
! wB97M-V def2-TZVPD RIJCOSX def2/J DEFGRID3
* xyz -2 5
Fe -0.081 0.664 0.393
C 3.455 0.029 -1.062
N 2.988 -0.136 0.301
C 3.498 0.891 1.196
C 3.385 2.343 0.725
C 2.034 2.836 0.195
N 0.941 2.312 0.994
C 0.487 3.018 1.952
C -0.457 2.550 2.949
C -0.984 3.478 3.852
C -1.812 3.101 4.888
C -2.105 1.739 5.032
C -1.587 0.799 4.174
C -0.751 1.160 3.084
O -0.271 0.246 2.309
C 3.318 -1.466 0.821
C 2.260 -2.561 0.676
C 1.890 -2.963 -0.754
N 1.084 -1.896 -1.284
C 0.189 -2.030 -2.155
C -0.651 -0.819 -2.523
C -1.289 -1.029 -3.863
C -2.237 -0.218 -4.403
C -2.873 0.906 -3.822
C -2.776 1.424 -2.523
C -2.200 0.866 -1.381
O -1.947 1.536 -0.323
H 4.555 -0.088 -1.130
H 3.169 1.000 -1.458
H 2.975 -0.702 -1.707
H 4.575 0.724 1.414
H 2.965 0.786 2.146
H 4.146 2.558 -0.030
H 3.649 2.944 1.604
H 1.855 2.509 -0.827
H 2.038 3.934 0.225
H 0.867 4.039 2.090
H -0.724 4.525 3.719
H -2.226 3.836 5.567
H -2.759 1.415 5.836
H -1.823 -0.252 4.282
H 3.529 -1.363 1.890
H 4.260 -1.813 0.356
H 1.344 -2.218 1.165
H 2.619 -3.435 1.232
H 1.368 -3.931 -0.757
H 2.795 -3.075 -1.365
H -0.055 -2.987 -2.642
H -0.925 -1.862 -4.454
H -2.556 -0.459 -5.414
H -3.491 1.485 -4.503
H -3.165 2.427 -2.366
O -4.970 -3.408 -2.291
C -4.393 -3.596 -1.203
O -4.611 -4.471 -0.333
C -3.239 -2.618 -0.865
C -2.491 -2.806 0.312
C -1.510 -1.865 0.664
N -1.171 -0.856 -0.082
C -1.784 -0.634 -1.378
C -2.932 -1.557 -1.660
C 0.349 0.378 -2.530
O 0.925 0.655 -3.578
O 0.591 0.958 -1.411
H -2.737 -3.632 0.963
H -0.998 -1.933 1.618
H -3.525 -1.391 -2.545
*
```

<S²>: 6.083
Energy above the lowest of the compared OMol25 structures with the same formula, charge and spin in eV: 4.141
Kohn-Sham gap (alpha / beta) in Ha: 0.1681 / 0.2428
HOMO energy (alpha / beta) in eV: -0.138 / -2.168

***

[2]
This record from OMol25 describes a molecular structure, C3H8NO at a distorted geometry. The level of theory is ωB97M-V with the def2-TZVPD basis set.

ORCA input file:
```
! wB97M-V def2-TZVPD RIJCOSX def2/J DEFGRID3
* xyz 1 1
C 0.099 1.069 0.151
C -0.458 -1.114 0.156
C 1.086 0.036 -0.412
N -1.122 0.225 0.157
O 2.205 -0.100 0.296
H 0.404 1.308 1.172
H -0.004 1.994 -0.419
H -0.850 -1.830 -0.546
H -0.257 -1.495 1.145
H 1.137 -0.077 -1.490
H -1.760 0.392 0.946
H -1.665 0.354 -0.702
H 2.876 -0.655 -0.127
*
```

Energy above the lowest of the compared OMol25 structures with the same formula, charge and spin in eV: 1.644
Kohn-Sham gap in Ha: 0.3819
HOMO energy in eV: -13.975

***

[3]
This record from OMol25 describes 5 unconnected molecules or ions with the total composition H10O5 at a distorted geometry. The level of theory is ωB97M-V with the def2-TZVPD basis set.

ORCA input file:
```
! wB97M-V def2-TZVPD RIJCOSX def2/J DEFGRID3
* xyz 0 1
O 0.411 0.469 0.341
H -0.504 0.354 0.590
H 0.540 1.401 0.248
O -2.171 -0.143 0.710
H -2.316 -0.437 -0.162
H -2.866 -0.578 1.196
O 0.790 -1.996 -0.734
H 0.289 -2.467 -0.109
H 0.782 -1.086 -0.389
O 2.093 -1.011 2.012
H 1.548 -0.428 1.534
H 1.510 -1.493 2.623
O 0.200 2.405 -2.284
H -0.697 2.299 -2.372
H 0.398 2.707 -3.199
*
```

Energy above the lowest of the compared OMol25 structures with the same formula, charge and spin in eV: 1.278
Kohn-Sham gap in Ha: 0.3826
SMILES: O.O.O.O.O
HOMO energy in eV: -10.288

***

[4]
This record from OMol25 describes C12H16O3 in the gas phase at a distorted geometry. The level of theory is ωB97M-V with the def2-TZVPD basis set.

ORCA input file:
```
! wB97M-V def2-TZVPD RIJCOSX def2/J DEFGRID3
* xyz 0 1
C 4.344 -3.418 2.219
C 3.749 -2.411 1.248
C 2.790 -1.465 1.560
O 2.584 -0.540 0.677
C 1.513 0.338 0.935
O 0.683 0.287 1.878
C 1.176 1.253 -0.302
C -0.302 1.322 -0.779
C -1.131 2.355 -0.307
C -2.641 2.474 -0.566
C -3.367 1.160 -0.244
C -3.371 0.064 -1.381
C -2.073 0.193 -2.285
C -0.865 0.190 -1.447
O -0.366 -0.922 -1.195
H 3.491 -3.562 2.950
H 4.451 -4.287 1.651
H 5.272 -3.085 2.693
H 4.063 -2.465 0.196
H 2.421 -1.435 2.656
H 1.852 0.951 -1.086
H 1.590 2.246 0.063
H -0.486 3.076 0.243
H -3.025 3.206 0.103
H -2.945 2.829 -1.619
H -4.476 1.364 -0.006
H -3.009 0.739 0.715
H -3.442 -0.943 -0.792
H -4.303 0.193 -1.960
H -1.983 -0.719 -2.768
H -2.194 1.011 -3.049
*
```

Energy above the lowest of the compared OMol25 structures with the same formula, charge and spin in eV: 2.887
Kohn-Sham gap in Ha: 0.3159
SMILES: C/C=C/OC(=O)CC1=CCCCCC1=O
HOMO energy in eV: -8.467

***

[5]
This record from OMol25 describes 7 unconnected molecules or ions with the total composition C18H42ClN6O6. The level of theory is ωB97M-V with the def2-TZVPD basis set.

ORCA input file:
```
! wB97M-V def2-TZVPD RIJCOSX def2/J DEFGRID3
* xyz -1 1
Cl -0.170 0.602 -0.052
C 3.565 -1.034 0.508
C 3.882 -0.742 -0.936
O 5.001 -0.913 -1.398
N 2.838 -0.288 -1.669
C 2.945 0.050 -3.064
H 2.627 -0.592 0.849
H 4.375 -0.662 1.136
H 3.534 -2.114 0.665
H 1.976 -0.105 -1.179
H 2.174 0.765 -3.337
H 2.899 -0.833 -3.714
H 3.929 0.476 -3.279
C -3.689 0.510 -1.012
C -5.107 0.039 -0.979
O -6.041 0.824 -0.958
N -5.310 -1.306 -0.914
C -4.286 -2.336 -0.839
H -3.689 1.589 -0.889
H -3.162 0.297 -1.945
H -3.085 0.080 -0.214
H -6.265 -1.590 -0.772
H -4.488 -3.147 -1.540
H -4.233 -2.756 0.170
H -3.305 -1.935 -1.076
C -2.888 0.972 2.806
C -2.796 -0.529 2.966
O -3.326 -1.120 3.891
N -2.105 -1.171 1.996
C -1.931 -2.606 1.992
H -3.168 1.404 3.762
H -3.652 1.226 2.071
H -1.924 1.377 2.491
H -1.561 -0.615 1.341
H -1.077 -2.944 2.586
H -1.781 -2.938 0.964
H -2.824 -3.077 2.400
C 3.648 2.533 0.223
C 3.158 3.257 -1.001
O 3.872 4.053 -1.593
N 1.893 2.972 -1.381
C 1.243 3.644 -2.479
H 2.983 1.728 0.530
H 3.647 3.261 1.042
H 4.683 2.247 0.064
H 1.399 2.199 -0.960
H 1.915 4.414 -2.848
H 0.286 4.067 -2.173
H 1.052 2.947 -3.303
C 0.763 -3.165 -1.083
C 0.248 -2.780 -2.460
O 0.388 -3.512 -3.432
N -0.376 -1.581 -2.522
C -0.846 -1.041 -3.770
H 1.777 -2.792 -0.961
H 0.752 -4.250 -1.019
H 0.138 -2.753 -0.291
H -0.391 -0.970 -1.709
H -0.311 -1.516 -4.592
H -0.613 0.025 -3.821
H -1.916 -1.199 -3.920
C 1.209 2.942 2.915
C 1.310 1.678 3.741
O 1.747 1.694 4.882
N 0.879 0.552 3.131
C 0.838 -0.732 3.784
H 1.001 2.775 1.859
H 2.184 3.435 2.977
H 0.496 3.614 3.389
H 0.556 0.603 2.174
H -0.064 -0.833 4.391
H 1.738 -0.873 4.379
H 0.827 -1.500 3.010
*
```

Energy above the lowest of the compared OMol25 structures with the same formula, charge and spin in eV: 0.326
Kohn-Sham gap in Ha: 0.3562
HOMO energy in eV: -7.170

***

[6]
This record from OMol25 describes C5H10BNO2 in the gas phase at a distorted geometry. The level of theory is ωB97M-V with the def2-TZVPD basis set.

ORCA input file:
```
! wB97M-V def2-TZVPD RIJCOSX def2/J DEFGRID3
* xyz 0 3
B 0.160 0.120 -0.284
C 0.925 -1.291 -0.008
C 0.630 1.603 0.121
C -0.475 2.411 -0.584
C -1.553 1.537 -1.122
C 0.649 -3.182 1.391
N -1.078 0.208 -0.895
O 2.099 -1.521 -0.365
O 0.135 -2.048 0.704
H 0.613 1.725 1.219
H 1.662 1.996 -0.005
H -0.835 3.097 0.172
H 0.094 2.949 -1.259
H -2.506 1.751 -0.545
H -1.686 1.842 -2.083
H 0.413 -4.182 1.056
H 0.437 -3.175 2.400
H 1.889 -3.181 1.277
H -1.574 -0.660 -1.187
*
```

<S²>: 2.007
Energy above the lowest of the compared OMol25 structures with the same formula, charge and spin in eV: 0.390
Kohn-Sham gap (alpha / beta) in Ha: 0.2134 / 0.2631
HOMO energy (alpha / beta) in eV: -5.123 / -9.600